{"formula": "C6H7LiO6Rh", "method": "ωB97M-V with the def2-TZVPD basis set", "elements": ["Rh", "O", "O", "C", "C", "O", "C", "H", "H", "H", "H", "Li", "O", "O", "C", "C", "O", "C", "H", "H", "H"], "coordinates": [[2.880, 1.789, -1.515], [1.113, 1.212, -1.195], [1.149, -1.518, -0.323], [2.471, -2.041, -0.342], [3.370, -0.974, 0.260], [2.788, 0.282, -0.154], [1.428, 0.243, -0.444], [2.517, -2.961, 0.254], [2.748, -2.218, -1.390], [4.396, -1.014, -0.115], [3.353, -0.970, 1.356], [-5.033, -0.696, -1.376], [-3.531, -1.962, -0.848], [-1.533, -1.110, -0.332], [-0.950, -0.262, 0.523], [0.522, -0.260, 0.660], [-3.306, 0.244, -0.833], [-2.878, -0.916, -0.780], [-1.762, -0.106, 1.256], [-0.427, 0.559, 1.501], [1.091, 0.122, 1.533]], "forces_ev_per_a": [[3.96, 3.83, -2.92], [-2.31, -1.78, -0.55], [-0.41, 1.22, -1.31], [1.01, -0.41, 0.67], [0.68, -1.10, 0.79], [-1.34, -0.83, 0.20], [-2.13, -0.63, 2.88], [0.01, 0.11, -0.23], [-0.44, -0.16, 0.14], [-0.12, 0.02, 0.18], [0.14, -0.05, -0.20], [-0.21, -0.11, -0.01], [1.55, 0.71, -0.54], [3.95, 2.46, -0.17], [-0.39, -4.01, 0.07], [0.48, 0.24, -0.82], [1.52, -0.01, -0.22], [-5.12, -0.65, 0.84], [0.12, 0.47, 1.12], [-0.23, 1.68, -0.87], [-0.74, -1.01, 0.95]], "mol_weight_g_mol": 284.96, "lumo_energy_ha": [-0.4888, -0.5622], "e_homo_ev": [-20.353, -20.273], "charge": 3, "max_force_ev_per_a": 6.24, "orbital_gap_ev": [7.1, 5.0], "relative_energy_kcal_mol": 101.45, "spin_multiplicity": 5}